DFT (ωB97M-V/def2-TZVPD) results for a molecular structure, C6H10.

Properties
relative energy (zero: lowest compared OMol25 entry of this formula, charge and spin): 5.209 eV
HOMO energy: -7.99 eV
E_LUMO: 0.5 eV

XYZ file:
```
16
Properties=species:S:1:pos:R:3:forces:R:3:mulliken_charge:R:1
C 1.95504 -0.01427 0.15576 0.1 0.0 -0.2 -1.02
C 0.77754 -0.01958 -0.57572 0.0 0.1 0.2 0.35
C -0.05050 1.08941 -0.61339 0.2 0.1 0.0 -0.27
C -1.51676 0.75503 -0.61272 0.0 0.0 0.0 -0.55
C -1.13814 -0.30628 0.38160 -0.3 -0.2 0.0 -0.46
C -0.16990 -1.20100 -0.35675 0.0 -0.1 0.1 -0.66
H 2.46696 0.92832 0.34468 -0.1 -0.1 0.0 0.33
H 0.94581 -0.10977 1.51923 -0.1 0.0 0.0 0.04
H 2.56354 -0.91182 0.24091 -0.1 0.1 0.0 0.32
H 0.31971 2.09932 -0.44212 -0.1 -0.1 0.0 0.34
H -2.13382 1.56028 -0.20508 0.1 -0.1 -0.1 0.27
H -1.94903 0.40690 -1.56410 0.1 0.0 0.2 0.25
H 0.05867 -0.03625 1.57253 0.0 0.0 0.0 0.02
H -1.81455 -0.61700 1.17606 0.1 0.1 -0.1 0.45
H -0.59539 -1.63370 -1.27183 0.0 0.1 0.1 0.29
H 0.28081 -1.98959 0.25092 0.0 0.1 -0.1 0.30
```
Positions in Å, forces in eV/Å.